(1)
Below is a molecular structure, C4H8N3O3S in a non-equilibrium geometry, with properties calculated with ωB97M-V with the def2-TZVPD basis set.

Last column: Löwdin charge in e.
CARTESIAN COORDINATES (ANGSTROEM)
C -0.86084 -0.06100 -0.15015  -0.263
C 1.01824 -0.90225 0.99953  -0.053
C 1.23509 -0.76349 -1.01559  -0.053
C 0.08624 -1.17841 -0.16012  -0.257
N 1.04902 1.54262 0.07962  -0.202
N -0.17931 1.24851 -0.14178  0.110
N 1.78374 0.01987 0.12052  0.072
O 1.54591 2.41145 0.73076  0.099
O -2.80111 -1.18587 0.46319  -0.419
O -2.94356 1.33964 -0.04436  -0.323
S -2.60934 -0.24082 -0.60016  0.978
H 0.71281 -0.52027 1.96851  0.152
H 1.63111 -1.79725 1.18652  0.155
H 1.91692 -1.59369 -1.23199  0.152
H 0.93756 -0.15486 -1.92498  0.170
H -0.63192 -2.02599 -0.08924  0.169
H -0.82560 2.01517 -0.20613  0.157
H -3.87516 1.62801 -0.34842  0.120
H 2.81019 0.21863 0.36427  0.234

Atomic forces in eV per Å
1.7 4.5 -0.9
1.1 -1.2 1.6
1.0 -0.5 -3.2
-2.8 0.1 1.8
2.8 -1.6 -1.7
-5.2 -2.8 0.1
0.9 1.0 1.3
0.0 0.8 1.1
-1.2 -1.3 0.6
-1.4 -0.6 -1.1
1.0 2.1 0.6
-0.3 0.3 -0.1
0.0 0.3 -0.1
0.0 0.3 -0.3
0.9 -0.7 1.0
1.6 -0.4 -0.6
-0.1 0.8 0.2
2.0 -0.7 0.5
-1.7 -0.3 -0.9

Values from the calculation:
E_HOMO (spin up / spin down) in eV: -12.37 / -12.79
Largest force on an atom in eV Å⁻¹: 5.87
Energy in eV: -25710.4488
ΔE to the lowest compared entry with this formula, charge and spin in eV: 7.744
Net charge: +1
Kohn-Sham gap (spin up / spin down) in eV: 7.879 / 8.120


(2)
Below is a single C4H8N3OPS molecule in a non-equilibrium geometry, with properties calculated with ωB97M-V with the def2-TZVPD basis set.

Last column: Löwdin charge in e.
CARTESIAN COORDINATES (ANGSTROEM)
N 0.23763 1.71013 -2.62011  -0.165
P -0.08688 1.60471 -0.97306  0.728
N -1.73620 1.23478 -1.10498  -0.157
O 0.54844 0.07133 -0.87199  -0.329
C 0.68941 -0.74296 0.22656  -0.441
C -0.55946 -1.22123 0.74056  -0.110
C -0.48137 -1.96361 1.84596  -0.397
S 0.93299 -2.00317 2.86011  0.924
N 1.64557 -0.53425 2.47594  -0.294
C 1.45640 -0.00840 1.33138  -0.180
H 0.03721 2.58582 -3.11894  0.052
H 0.97022 1.13485 -2.86806  -0.008
H -1.92372 0.25745 -1.09293  0.010
H -2.30263 1.77906 -0.50624  0.005
H 1.48077 -1.42262 -0.04546  0.159
H -1.46082 -1.01148 0.27178  0.077
H -1.28345 -2.40667 2.34779  0.042
H 1.83589 0.93626 1.10166  0.085

Atomic forces in eV per Å
-1.4 1.5 0.4
-0.6 0.0 0.1
0.6 0.5 0.0
0.0 1.0 -2.1
2.0 2.4 0.5
0.7 -2.1 1.9
0.5 0.5 0.1
0.1 0.0 -0.5
0.5 0.7 -0.4
-1.2 -2.0 1.3
0.6 -0.9 0.4
1.9 -0.9 -1.3
-0.5 -0.5 -0.3
-0.8 0.2 0.8
-0.2 -1.4 -0.3
-1.4 0.2 -0.8
-1.4 -0.6 0.4
0.7 1.5 -0.2

Values from the calculation:
SMILES: NP(N)O[C@@H]1C=CSN=C1
E_HOMO in eV: -8.50
Largest force on an atom in eV Å⁻¹: 3.14
Energy in eV: -30918.6144
ΔE to the lowest compared entry with this formula, charge and spin in eV: 1.719
Kohn-Sham gap in eV: 9.371